No. 1
Density functional theory data (ωB97M-V/def2-TZVPD) for C11H38B3Ba2F3NO12P2 as an isolated structure at a distorted geometry.

```
72
C11H38B3Ba2F3NO12P2 (ωB97M-V/def2-TZVPD)
Ba -3.682 5.373 -4.228
Ba -1.632 4.328 2.846
B -3.175 7.930 -0.156
H -2.907 8.068 0.880
H -3.977 7.208 -0.153
H -3.491 8.843 -0.636
H -2.341 7.563 -0.734
B -2.461 1.789 -1.253
H -3.439 2.062 -0.886
H -2.451 1.505 -2.294
H -1.805 2.643 -1.188
H -2.076 0.983 -0.647
B -4.983 3.394 -8.531
H -4.357 2.675 -8.027
H -5.129 2.957 -9.506
H -5.939 3.534 -8.050
H -4.410 4.307 -8.579
C -2.541 -4.501 -0.842
N -2.238 -5.689 -1.716
O -2.057 -6.775 -1.134
O -2.318 -5.641 -2.932
H -2.456 -3.611 -1.466
H -1.792 -4.507 -0.050
H -3.487 -4.734 -0.354
C 5.045 -0.137 1.788
O 5.718 0.929 1.165
P 5.675 2.390 1.820
O 4.321 2.933 1.874
O 6.493 2.262 3.204
C 7.833 1.674 3.138
O 6.674 3.220 0.787
C 6.611 2.998 -0.635
H 3.956 -0.181 1.764
H 5.252 -0.209 2.856
H 5.432 -1.091 1.432
H 7.791 0.967 3.966
H 8.570 2.473 3.223
H 7.999 1.167 2.187
H 6.254 3.944 -1.042
H 5.872 2.243 -0.901
H 7.571 2.731 -1.079
C -7.666 -1.735 2.873
O -6.764 -2.286 3.846
P -6.221 -1.295 5.051
O -5.462 -0.139 4.516
O -5.501 -2.385 6.049
C -4.935 -3.638 5.650
O -7.478 -0.889 5.945
C -7.266 -0.164 7.111
H -7.066 -1.307 2.070
H -8.145 -0.868 3.330
H -8.464 -2.361 2.475
H -4.006 -3.701 6.215
H -4.592 -3.710 4.618
H -5.489 -4.523 5.965
H -7.962 0.674 7.076
H -6.219 0.109 7.242
H -7.544 -0.818 7.938
C 3.671 -2.136 -3.860
C 4.312 -3.472 -3.958
O 5.661 -3.478 -3.426
C 6.677 -3.012 -4.259
O 6.600 -3.119 -5.471
C 8.015 -2.709 -3.506
F 8.714 -1.675 -4.053
F 7.811 -2.406 -2.177
F 8.828 -3.826 -3.544
H 3.512 -1.641 -2.902
H 2.690 -2.084 -4.333
H 4.397 -1.474 -4.332
H 4.203 -3.985 -4.914
H 3.769 -3.963 -3.150
```

Properties
Frontier orbital gap, eV: 2.6
Lowest unoccupied orbital energy, eV: -6.5
Strongest force on any atom, Eh/bohr: 0.0991
Total charge: +1

No. 2
Density functional theory data (ωB97M-V/def2-TZVPD) for C11H38N18O15Pb as an isolated structure at a distorted geometry.

```
83
C11H38N18O15Pb (ωB97M-V/def2-TZVPD)
Pb -0.196 -0.224 -7.015
O -4.907 -5.352 -7.730
C -4.079 -4.270 -7.675
O -3.748 -3.729 -8.755
O -3.580 -3.923 -6.597
H -4.841 -5.396 -8.687
O -0.602 -1.441 -0.898
C 0.180 -0.508 -1.285
O 0.900 -0.613 -2.308
O 0.309 0.540 -0.549
H -0.359 -2.112 -1.540
C 6.437 -4.317 -2.444
O 6.914 -5.364 -2.365
N 5.235 -4.085 -2.894
N 6.952 -3.214 -1.924
H 4.662 -3.262 -2.778
H 4.792 -4.870 -3.349
H 6.321 -2.427 -1.885
H 7.805 -3.280 -1.387
C -3.565 -2.664 4.761
O -4.460 -1.957 4.359
N -2.376 -2.541 4.328
N -3.503 -3.678 5.572
H -2.338 -1.895 3.553
H -1.745 -3.327 4.395
H -4.223 -4.040 6.180
H -2.600 -4.083 5.773
C 5.129 0.700 5.361
O 5.706 -0.153 4.787
N 5.506 1.171 6.495
N 3.962 1.244 5.041
H 4.895 1.775 7.026
H 6.314 0.692 6.866
H 3.745 2.162 5.402
H 3.497 0.968 4.188
C -1.440 -8.426 -1.373
O -0.505 -7.921 -1.899
N -2.597 -8.426 -1.995
N -1.632 -8.885 -0.127
H -2.565 -7.978 -2.899
H -3.081 -9.298 -1.833
H -0.780 -8.909 0.414
H -2.496 -9.350 0.114
C 2.494 7.632 3.386
O 3.528 8.080 3.129
N 1.624 8.299 4.096
N 2.021 6.468 2.978
H 0.660 8.102 3.865
H 1.753 9.290 4.240
H 1.130 6.236 3.393
H 2.519 5.936 2.278
C 6.536 3.748 -0.698
O 7.629 4.054 -0.389
N 5.955 2.688 -0.284
N 5.679 4.488 -1.374
H 6.179 2.162 0.548
H 5.124 2.292 -0.700
H 4.977 4.028 -1.936
H 5.986 5.425 -1.591
C -3.964 3.980 3.671
O -3.612 5.138 3.786
N -4.832 3.383 4.475
N -3.653 3.207 2.688
H -5.069 3.824 5.352
H -5.169 2.582 3.960
H -2.846 3.451 2.132
H -3.955 2.249 2.588
C -7.595 -2.825 -1.959
O -8.668 -2.679 -1.347
N -7.103 -1.890 -2.682
N -6.897 -3.914 -1.959
H -6.443 -2.133 -3.406
H -7.615 -1.029 -2.808
H -5.987 -3.997 -2.390
H -7.314 -4.685 -1.458
C 0.129 5.799 -4.595
O 0.323 4.891 -5.421
N -0.205 6.979 -4.910
N 0.208 5.589 -3.299
H -0.628 7.604 -4.239
H -0.287 7.140 -5.903
H 0.188 4.655 -2.917
H 0.158 6.419 -2.725
```

Properties
Frontier orbital gap, eV: 2.3
Lowest unoccupied orbital energy, eV: -6.1
Strongest force on any atom, Eh/bohr: 0.1524
Total charge: 0